1.
# C3H5N3S

The molecule C3H5N3S (ωB97M-V with the def2-TZVPD basis set, OMol25).

```
12
Properties=species:S:1:pos:R:3:forces:R:3
C -1.901062 -0.447263 -1.131353 0.07 0.11 -0.25
S -0.199675 -0.403878 -1.782258 0.47 0.87 1.16
N 0.656355 0.247982 -0.380116 -0.40 -1.44 -0.47
C 1.189726 -0.482393 0.669648 -0.45 2.94 -0.12
C 1.545994 0.530106 1.539274 0.89 -2.52 1.09
N 1.309521 1.727283 1.008706 -0.72 0.90 -0.34
N 0.728150 1.580252 -0.145103 0.36 -0.73 0.19
H -2.226494 0.559941 -0.707558 0.28 -1.42 -0.95
H -1.941517 -1.233883 -0.374655 -0.16 0.26 0.05
H -2.451822 -0.843054 -2.035539 0.17 0.86 1.02
H 1.318977 -1.523004 0.801811 -0.28 -0.76 -0.48
H 1.971847 0.287912 2.537143 -0.23 0.92 -0.90
```
Forces are in eV/Å.

F_max in eV/Å: 2.98
E_tot in eV: -18495.666
Highest occupied orbital energy in eV: -9.68
Frontier orbital gap in eV: 10.3
SMILES: CSn1ccnn1
LUMO level in eV: 0.65

2.
# C3H5N4

A cluster of 2 separate species, C3H5N4 in total (ωB97M-V with the def2-TZVPD basis set, OMol25).

```
12
Properties=species:S:1:pos:R:3:forces:R:3
C -0.781048 -0.650869 1.028348 -1.31 -1.00 -1.95
C -0.810856 -0.023013 -0.075350 -0.02 1.73 -0.09
C -0.647664 0.902820 -1.151761 -1.10 1.58 -0.04
N 2.514714 1.538963 -2.508336 -1.79 -2.19 2.53
N 0.547412 -1.554331 2.736663 1.85 -0.58 -0.43
N 0.467260 -0.934220 1.746332 0.55 0.89 1.59
N 1.980978 0.896377 -1.768186 2.93 2.28 -2.69
H -1.681459 -1.221285 1.215350 -0.05 -0.25 0.94
H -1.631840 1.045101 -1.757743 1.63 -0.18 1.01
H -0.179832 1.936059 -0.838484 -1.26 -1.92 -0.23
H 0.113621 0.446225 -1.751727 -0.20 -0.30 -0.86
H 0.108712 -2.381826 3.124893 -1.22 -0.05 0.23
```
Forces are in eV/Å.

F_max in eV/Å: 4.59
E_tot in eV: -9139.580
Highest occupied orbital energy (alpha / beta) in eV: -13.67 / -15.19
Frontier orbital gap (alpha / beta) in eV: 6.4 / 9.4
Net charge: +1
LUMO level (alpha / beta) in eV: -7.30 / -5.83

3.
# C3H5N4O3

A cluster of 2 separate species, C3H5N4O3 in total (ωB97M-V with the def2-TZVPD basis set, OMol25).

```
15
Properties=species:S:1:pos:R:3:forces:R:3
C -0.278055 1.669243 -1.347399 0.58 3.86 -0.91
C 0.960196 -2.781988 -0.527364 -2.64 -0.04 -2.20
C -0.389964 0.121322 2.955549 -0.37 -0.08 -1.15
N 0.078393 0.522705 -1.018252 1.14 -5.26 0.76
N 0.911720 -1.403890 -0.355736 0.46 2.98 0.28
N -1.248425 2.323286 -0.684965 0.09 1.32 -0.54
N 0.033621 -0.720150 -1.120099 1.00 1.38 0.85
O -0.524233 0.144766 4.080355 0.02 0.07 2.03
O 0.213328 -3.343119 -1.281917 0.98 0.02 0.86
O -0.318050 0.090088 1.797501 0.32 0.07 -0.76
H 0.526953 2.182650 -2.086930 -2.43 -0.64 1.69
H 1.696546 -3.138435 0.103456 1.71 -1.61 1.28
H 1.649837 -0.925239 0.273417 -1.81 -0.64 -1.40
H -1.281004 3.346971 -0.600214 0.37 -0.74 -0.69
H -2.030864 1.911789 -0.187402 0.58 -0.70 -0.10
```
Forces are in eV/Å.

F_max in eV/Å: 5.43
E_tot in eV: -15285.690
Highest occupied orbital energy in eV: -14.58
Frontier orbital gap in eV: 9.4
Net charge: +1
LUMO level in eV: -5.13

4.
# C3H5N4S

A cluster of 2 separate species, C3H5N4S in total (ωB97M-V with the def2-TZVPD basis set, OMol25).

```
13
Properties=species:S:1:pos:R:3:forces:R:3
C -0.493671 1.215544 -0.969347 -0.04 1.65 -1.67
C -1.965121 -0.520567 0.149400 1.29 -0.65 1.40
C -0.541196 0.054884 -0.144081 -2.68 1.76 2.89
N -0.321328 2.019546 -1.783792 -0.39 -0.31 0.76
N 2.947966 1.101598 1.691523 0.11 1.26 3.07
N 2.662004 0.233215 1.018407 0.59 1.14 -0.34
N 2.575807 -0.287912 -0.024360 0.23 0.41 -1.71
S 2.122117 -1.642042 -0.758488 -0.62 -3.11 -1.09
H -2.557375 -0.105596 1.007423 1.17 -0.07 -0.41
H -1.863663 -1.615280 0.306449 -0.26 0.66 -0.26
H -2.537710 -0.273639 -0.668618 -1.59 -0.13 -2.08
H 0.134978 -0.529301 -0.651510 1.44 -2.51 -0.71
H -0.162804 0.349550 0.826988 0.74 -0.12 0.13
```
Forces are in eV/Å.

F_max in eV/Å: 4.32
E_tot in eV: -19985.391
Highest occupied orbital energy in eV: -2.74
Frontier orbital gap in eV: 6.3
Net charge: -1
LUMO level in eV: 3.57

5.
# C3H5N5

The molecule C3H5N5 (ωB97M-V with the def2-TZVPD basis set, OMol25).

```
13
Properties=species:S:1:pos:R:3:forces:R:3
H -3.030536 -0.279750 -0.111538 -0.46 -0.81 0.21
N -2.321441 0.401556 0.042494 1.21 0.99 -0.17
C -1.138800 -0.078713 0.023761 -3.08 -1.05 -0.29
C -0.734586 -1.556079 -0.042647 1.68 2.03 -0.22
N 0.538321 -1.640577 -0.191155 -1.09 -1.38 0.98
C 1.059422 -0.362558 0.011414 1.77 1.30 -0.58
N 2.306576 -0.073400 0.102575 -2.34 1.16 0.21
H 2.856094 -0.897604 0.108337 0.54 -1.01 -0.29
N 0.010348 0.599592 0.032927 3.09 -1.86 -0.27
N 0.289083 1.933848 -0.228121 0.16 0.73 0.43
H -1.380845 -2.396784 0.058401 -0.51 -0.42 -0.28
H 0.256863 2.323490 0.700010 -0.01 0.94 0.15
H 1.289505 2.026981 -0.506454 -0.97 -0.63 0.13
```
Forces are in eV/Å.

F_max in eV/Å: 3.61
E_tot in eV: -10640.730
Highest occupied orbital energy in eV: -9.11
Frontier orbital gap in eV: 8.5
SMILES: [H]/N=C1C=N/C(=N\[H])N\1N
LUMO level in eV: -0.62

6.
# C3H5N5O

The molecule C3H5N5O (ωB97M-V with the def2-TZVPD basis set, OMol25).

```
14
Properties=species:S:1:pos:R:3:forces:R:3
H -4.211392 -0.437576 0.273721 1.44 0.15 -0.87
N -3.357680 -0.421034 -0.356379 1.26 2.33 1.40
C -2.368300 0.195066 0.254344 0.03 -4.14 1.34
N -1.002875 0.284482 -0.307977 -1.50 -0.17 -0.23
N 0.089793 -0.090043 0.484641 1.98 -0.13 -1.03
N 0.593913 -1.404240 0.175955 -0.74 -1.21 0.02
C 1.826299 -1.322129 -0.096934 1.19 -1.21 -1.05
O 2.355170 -0.075258 -0.107193 -1.15 2.31 0.34
C 1.212016 0.788366 0.083250 -1.67 -2.11 1.10
N 1.059666 1.982108 -0.064634 4.17 0.97 -1.10
H 0.217104 2.464757 -0.044571 -1.78 0.23 0.46
H -2.398794 0.191057 1.472631 0.58 0.94 -3.01
H -0.742403 0.114528 -1.314126 -1.55 0.11 1.26
H 2.594317 -2.157433 -0.495312 -2.26 1.92 1.37
```
Forces are in eV/Å.

F_max in eV/Å: 4.42
E_tot in eV: -12685.822
Highest occupied orbital energy in eV: -9.85
Frontier orbital gap in eV: 10.7
SMILES: [H]/N=C/Nn1nco/c1=N/[H]
LUMO level in eV: 0.86

Respective ΔE to the lowest compared entry with this formula, charge and spin values: 51.5, 125.1, 52.9, 73.8, 49.4, 80.1 kcal per mole.